a:
Molecular formula: C7H12N2O5
Method: DFT, ωB97M-V/def2-TZVPD

Structure (XYZ):
```
26
Properties=species:S:1:pos:R:3
C 2.939 -1.028 0.907
C 2.570 -0.325 -0.416
N 2.897 1.095 -0.216
C 1.048 -0.545 -0.667
O 0.631 -1.614 -1.124
N 0.271 0.399 -0.185
C -1.180 0.369 -0.408
C -1.891 -0.789 0.255
C -3.339 -0.876 -0.260
O -3.723 -0.390 -1.290
O -4.182 -1.594 0.476
C -1.784 1.683 0.057
O -2.725 1.876 0.788
O -1.145 2.755 -0.536
H 2.510 -2.048 0.995
H 2.525 -0.480 1.789
H 4.023 -1.056 1.125
H 3.109 -0.803 -1.227
H 2.976 1.539 -1.089
H 3.856 1.175 0.206
H 0.761 1.217 0.036
H -1.391 0.310 -1.501
H -1.453 -1.737 -0.094
H -1.856 -0.667 1.331
H -3.758 -1.950 1.262
H -1.690 3.485 -0.215
```

- HOMO level: -9.8 eV
- E_LUMO: 0.020 Ha
- Frontier orbital gap: 10.39 eV
- SMILES: C[C@H](N)C(=O)N[C@@H](CC(=O)O)C(=O)O
- Charge: 0

***

b:
Molecular formula: C7H12N2O5
Method: DFT, ωB97M-V/def2-TZVPD

Structure (XYZ):
```
26
Properties=species:S:1:pos:R:3
N 4.365 -1.133 -0.498
C 3.348 -0.393 0.290
C 1.914 -0.518 -0.307
O 1.647 -1.030 -1.368
N 0.976 0.018 0.503
C -0.433 0.154 0.041
C -1.403 -0.107 1.159
C -2.892 -0.023 0.755
C -3.186 -1.073 -0.323
O -3.445 -2.203 -0.105
O -3.098 -0.624 -1.613
C -0.673 1.516 -0.504
O -1.650 1.739 -1.188
O 0.290 2.468 -0.245
H 3.922 -1.962 -0.986
H 4.531 -0.492 -1.320
H 3.200 -0.670 1.344
H 3.663 0.631 0.417
H 1.398 0.613 1.251
H -0.586 -0.671 -0.739
H -1.273 -1.152 1.563
H -1.222 0.656 1.926
H -3.181 0.949 0.528
H -3.473 -0.255 1.640
H -2.699 0.193 -1.728
H -0.042 3.369 -0.491
```

- HOMO level: -9.8 eV
- E_LUMO: 0.005 Ha
- Frontier orbital gap: 9.93 eV
- SMILES: NCC(=O)N[C@@H](CCC(=O)O)C(=O)O
- Charge: 0

***

The most stable arrangement is a, and the next structure is 12.8 kcal/mol less stable.

***

a:
Molecular formula: C4H16N2O2
Method: DFT, ωB97M-V/def2-TZVPD

Structure (XYZ):
```
24
Properties=species:S:1:pos:R:3
N -2.187 1.404 0.160
C -1.669 0.130 -0.533
C -0.309 -0.478 0.046
C 0.802 0.444 -0.382
C 1.949 0.343 0.735
N 2.127 1.464 1.665
H -1.463 2.001 0.356
H -2.834 1.792 -0.425
H -2.406 -0.671 -0.417
H -1.460 0.253 -1.583
H -0.484 -0.378 1.135
H -0.278 -1.538 -0.220
H 0.566 1.445 -0.627
H 1.169 0.107 -1.324
H 1.878 -0.519 1.380
H 2.947 0.228 0.233
H 2.837 2.058 1.202
H 1.319 2.004 1.977
O -1.338 -1.962 2.039
H -1.526 -2.839 2.000
H -0.846 -1.582 2.635
O 0.258 -1.625 -3.533
H -0.160 -0.928 -3.038
H 1.106 -1.153 -3.480
```

- HOMO level: -9.1 eV
- E_LUMO: 0.028 Ha
- Frontier orbital gap: 9.91 eV
- SMILES: NCCCCN.O.O
- Charge: 0

***

b:
Molecular formula: C4H16N2O2
Method: DFT, ωB97M-V/def2-TZVPD

Structure (XYZ):
```
24
Properties=species:S:1:pos:R:3
C -1.044 1.136 2.536
C -0.130 0.794 1.333
C -0.645 -0.010 0.134
N -2.176 -0.056 0.101
C -0.146 -1.501 0.009
N 0.286 -1.680 -1.413
H -1.201 0.253 3.051
H -0.505 1.856 3.150
H -2.195 1.315 2.264
H 0.832 0.554 1.833
H 0.218 1.823 1.022
H -0.382 0.487 -0.789
H -2.439 0.383 -0.687
H -2.591 0.653 0.838
H 0.828 -1.503 0.618
H -0.823 -2.323 0.363
H -0.581 -1.835 -1.966
H 0.872 -0.812 -1.770
O 1.074 3.280 -2.206
H 1.565 3.244 -1.409
H 1.479 2.677 -2.821
O 2.947 -2.926 -1.543
H 2.088 -3.158 -2.001
H 2.670 -2.649 -0.648
```

- HOMO level: -9.2 eV
- E_LUMO: 0.018 Ha
- Frontier orbital gap: 9.67 eV
- SMILES: CC[C@H](N)CN.O.O
- Charge: 0

***

The most stable arrangement is b, and the next structure is 6.1 kcal/mol less stable.

***

a:
Molecular formula: C5H6OS
Method: DFT, ωB97M-V/def2-TZVPD

Structure (XYZ):
```
13
Properties=species:S:1:pos:R:3
C 1.100 0.315 -0.609
C -0.059 -0.484 -1.185
C -1.057 -0.184 -0.062
C -0.247 -0.371 1.225
C 0.417 0.895 0.625
H 0.178 -1.552 -1.300
H -0.412 -0.088 -2.136
H -2.076 -0.510 -0.165
H 0.329 -1.290 1.344
H -0.819 -0.150 2.111
H 0.921 1.658 1.183
O -0.891 1.254 0.078
S 2.615 0.507 -1.109
```

- HOMO level: -8.6 eV
- E_LUMO: -0.002 Ha
- Frontier orbital gap: 8.54 eV
- Charge: 0

***

b:
Molecular formula: C5H6OS
Method: DFT, ωB97M-V/def2-TZVPD

Structure (XYZ):
```
13
Properties=species:S:1:pos:R:3
C 0.852 1.868 -0.516
C 0.053 -0.639 -1.023
C 0.289 1.044 0.444
C -0.414 -1.973 -1.417
C 0.080 1.470 1.899
O -0.181 -0.275 0.214
S 0.758 0.674 -1.831
H -1.136 -2.319 -0.688
H 0.374 -2.801 -1.410
H -0.890 -1.873 -2.345
H 1.047 1.693 2.246
H -0.382 0.719 2.490
H -0.450 2.412 1.936
```

- HOMO level: -8.8 eV
- E_LUMO: 0.011 Ha
- Frontier orbital gap: 9.10 eV
- Charge: 0

***

The most stable arrangement is a, and the next structure is 22.7 kcal/mol less stable.